# 1
C17H39OP3ScSe | ωB97M-V with the def2-TZVPD basis set

Atoms and positions in Å:
Sc -0.046 -0.164 -0.025
P 0.260 2.016 1.392
P -2.585 0.430 -0.380
P 2.554 -0.278 -0.386
H -1.489 -3.378 -8.873
C -0.626 -4.033 -8.693
C -0.788 -5.306 -8.284
H -1.787 -5.732 -8.116
C 0.374 3.649 0.580
C -1.091 2.331 2.588
C 1.700 2.102 2.516
C -3.227 -0.695 -1.678
C -3.797 0.187 0.963
C -3.060 2.072 -1.043
C 2.849 -1.554 -1.670
C 3.620 -0.846 0.981
C 3.487 1.148 -1.053
H 0.371 -3.627 -8.913
H 0.070 -5.976 -8.140
H 0.389 4.425 1.360
H -0.488 3.798 -0.084
H 1.295 3.696 -0.016
H -0.789 3.166 3.238
H -1.267 1.440 3.209
H -2.022 2.592 2.065
H 1.633 3.036 3.093
H 2.640 2.092 1.949
H 1.692 1.251 3.212
H -4.324 -0.739 -1.632
H -2.812 -1.698 -1.511
H -2.905 -0.353 -2.671
H -4.690 0.801 0.800
H -3.348 0.468 1.923
H -4.089 -0.868 1.015
H -4.153 2.142 -1.134
H -2.590 2.212 -2.027
H -2.700 2.869 -0.378
H 3.915 -1.822 -1.701
H 2.525 -1.184 -2.653
H 2.251 -2.443 -1.430
H 4.667 -0.897 0.659
H 3.299 -1.840 1.313
H 3.539 -0.158 1.830
H 4.565 0.939 -1.029
H 3.277 2.047 -0.457
H 3.161 1.344 -2.083
C 0.122 0.205 -3.914
C -0.301 -1.137 -3.887
C -0.352 -1.878 -5.061
C 0.016 -1.300 -6.281
C 0.444 0.037 -6.318
C 0.494 0.789 -5.148
Se 0.179 1.271 -2.359
H -0.222 -1.747 -0.857
H -0.579 -1.584 -2.935
H -0.681 -2.916 -5.026
H -0.031 -1.894 -7.194
H 0.737 0.490 -7.266
H 0.815 1.830 -5.156
O -0.191 -1.064 2.084
H -1.000 -1.378 2.536
H 0.568 -1.362 2.621

Output
DFT total energy: -134194.565 eV
Multiplicity: 1
Frontier orbital gap (alpha / beta): 2.3 / 2.2 eV
Relative energy (zero: lowest compared OMol25 entry of this formula, charge and spin): 37.1 kcal per mole
Largest force on an atom: 0.0524 Eh/bohr
Net charge: +3
M: 476.3 g/mol

# 2
C3H10N2O | ωB97M-V with the def2-TZVPD basis set

Atoms and positions in Å:
H -0.051 1.378 -2.234
N -1.011 1.392 -1.861
C -0.982 0.884 -0.701
N 0.131 0.325 -0.047
C 0.063 0.330 1.438
C -0.443 -0.999 1.983
H -1.921 0.742 -0.161
H 0.982 0.753 -0.383
H -0.585 1.132 1.807
H 1.069 0.612 1.742
H 0.271 -1.779 1.708
H -1.460 -1.348 1.847
H -0.277 -0.894 3.066
O 1.646 -0.577 -2.593
H 0.996 -1.077 -2.087
H 1.572 -0.873 -3.525

Output
DFT total energy: -8300.375 eV
Multiplicity: 1
Structure (SMILES): [H]/N=C\NCC.O
Frontier orbital gap: 10.2 eV
Relative energy (zero: lowest compared OMol25 entry of this formula, charge and spin): 26.0 kcal per mole
Largest force on an atom: 0.0477 Eh/bohr
M: 90.1 g/mol

# 3
C13H27F3N2O3P | ωB97M-V with the def2-TZVPD basis set

Atoms and positions in Å:
C -3.563 -1.339 -2.355
C -2.054 -1.189 -2.298
O -1.517 -2.321 -1.584
P 0.028 -2.430 -1.204
O 0.369 -3.747 -0.620
C 0.375 -1.076 -0.048
C -0.010 -1.546 1.363
C 0.495 -0.723 2.552
C 2.016 -0.529 2.670
N 2.463 0.861 2.465
C 1.752 1.585 1.416
C 0.278 1.767 1.782
C 0.006 3.055 2.572
C 0.105 4.355 1.764
C -0.563 4.297 0.411
F -0.760 5.491 -0.108
F -1.776 3.699 0.485
F 0.154 3.582 -0.475
N -0.213 0.611 2.640
O 0.842 -1.965 -2.484
C 1.233 -2.956 -3.482
C 0.207 -3.075 -4.595
H -3.848 -2.163 -3.014
H -3.954 -1.554 -1.357
H -4.014 -0.416 -2.732
H -1.617 -1.157 -3.301
H -1.773 -0.254 -1.793
H -0.140 -0.155 -0.337
H 1.457 -0.916 -0.120
H 0.399 -2.554 1.510
H -1.099 -1.658 1.451
H 0.166 -1.260 3.449
H 2.510 -1.236 1.988
H 2.316 -0.811 3.685
H 3.436 0.815 2.185
H 2.185 2.591 1.372
H 1.862 1.157 0.410
H -0.333 1.735 0.878
H -0.980 2.998 3.047
H 0.753 3.094 3.378
H 1.147 4.657 1.615
H -0.379 5.165 2.319
H -1.185 0.439 2.377
H -0.239 0.917 3.615
H 1.408 -3.908 -2.976
H 2.189 -2.594 -3.870
H 0.258 -2.213 -5.269
H -0.810 -3.149 -4.199
H 0.418 -3.974 -5.179

Output
DFT total energy: -40479.874 eV
Multiplicity: 1
Structure (SMILES): CCOP(=O)(CC[C@H]1CNC[C@H](CCC(F)(F)F)[NH2+]1)OCC
Frontier orbital gap: 10.1 eV
Largest force on an atom: 0.0203 Eh/bohr
Net charge: +1
M: 347.3 g/mol

# 4
C5H10O | ωB97M-V with the def2-TZVPD basis set

Atoms and positions in Å:
C 0.551 1.956 -0.537
C -0.708 1.107 -0.723
C -0.637 -0.403 -0.703
C -0.054 -1.205 0.187
C 0.940 -0.855 1.259
O -0.351 -2.554 0.132
H 0.291 3.010 -0.685
H 0.970 1.876 0.470
H 1.332 1.693 -1.256
H -1.431 1.397 0.053
H -1.174 1.397 -1.671
H -1.287 -0.914 -1.412
H 1.701 -1.642 1.299
H 0.473 -0.786 2.250
H 1.449 0.087 1.059
H -0.409 -2.865 1.045

Output
DFT total energy: -7393.844 eV
Multiplicity: 1
Structure (SMILES): CC/C=C(\C)O
Frontier orbital gap: 9.4 eV
Relative energy (zero: lowest compared OMol25 entry of this formula, charge and spin): 21.2 kcal per mole
Largest force on an atom: 0.0084 Eh/bohr
M: 86.1 g/mol

# 5
C4H7NO2 | ωB97M-V with the def2-TZVPD basis set

Atoms and positions in Å:
C 1.214 -1.279 0.094
C 0.251 -0.129 -0.057
C 0.684 1.165 -0.601
O -0.109 0.271 -1.373
C -0.849 -0.121 0.968
O -0.703 -0.555 2.128
N -2.075 0.346 0.937
H 2.047 -1.163 -0.605
H 1.600 -1.299 1.117
H 0.717 -2.233 -0.103
H 0.185 2.082 -0.290
H 1.718 1.268 -0.927
H -2.651 0.766 -0.415
H -2.029 0.882 -0.871

Output
DFT total energy: -9840.855 eV
Multiplicity: 1
Frontier orbital gap (alpha / beta): 9.0 / 9.0 eV
Relative energy (zero: lowest compared OMol25 entry of this formula, charge and spin): 148.2 kcal per mole
Largest force on an atom: 0.0093 Eh/bohr
M: 101.1 g/mol

# 6
C4H12 | ωB97M-V with the def2-TZVPD basis set

Atoms and positions in Å:
C 0.861 -2.149 -0.009
C -0.508 -2.080 0.745
H 1.658 -1.855 0.661
H 1.020 -3.154 -0.393
H 0.879 -1.579 -0.939
H -0.797 -3.089 1.023
H -1.198 -1.544 0.112
H -0.359 -1.572 1.698
C -0.003 2.818 -0.676
C -0.410 1.437 -0.107
H -0.624 3.335 -1.404
H 0.121 3.427 0.218
H 0.953 2.693 -1.188
H -0.903 0.715 -0.756
H 0.499 1.063 0.354
H -1.187 1.532 0.661

Output
DFT total energy: -4342.059 eV
Multiplicity: 1
Structure (SMILES): CC.CC
Frontier orbital gap: 12.9 eV
Relative energy (zero: lowest compared OMol25 entry of this formula, charge and spin): 10.8 kcal per mole
Largest force on an atom: 0.0311 Eh/bohr
M: 60.1 g/mol

# 7
C2H3IN4 | ωB97M-V with the def2-TZVPD basis set

Atoms and positions in Å:
N 1.156 -0.066 2.351
C 0.860 0.563 1.431
N 0.566 1.146 0.326
I 1.152 3.229 0.075
N -0.065 0.506 -0.630
C -0.646 -0.426 -1.060
N -1.271 -1.278 -1.727
H 1.351 -0.396 3.287
H -2.297 -1.267 -1.775
H -0.807 -2.012 -2.278

Output
DFT total energy: -16160.771 eV
Multiplicity: 1
Structure (SMILES): [NH+]#CN(I)N=C=[NH2+]
Frontier orbital gap: 8.1 eV
Relative energy (zero: lowest compared OMol25 entry of this formula, charge and spin): 18.9 kcal per mole
Largest force on an atom: 0.0469 Eh/bohr
Net charge: +2
M: 210.0 g/mol

# 8
C32H28Cl3F5IN8O3STi | ωB97M-V with the def2-TZVPD basis set

Atoms and positions in Å:
Ti -0.599 1.525 -0.724
Cl 4.719 0.620 1.768
C 3.374 -0.450 1.836
C 3.151 -1.358 0.832
C 2.187 -2.327 1.008
C 1.368 -2.326 2.097
C 0.294 -3.454 2.346
C -1.158 -2.903 2.584
N -1.401 -1.581 2.012
C -1.885 -0.508 2.729
C -1.757 0.607 1.970
N -1.073 0.191 0.789
C -0.935 -1.140 0.862
O 0.670 -4.184 3.424
C 0.905 -5.556 3.270
C 1.919 -5.835 2.253
C 3.257 -5.561 2.237
Cl 4.088 -4.687 3.429
S 3.983 -5.968 0.748
C 2.513 -6.379 0.093
C 1.515 -6.305 0.975
C 1.504 -1.301 3.062
Cl 0.549 -1.239 4.482
C 2.525 -0.361 2.893
H 3.840 -1.424 -0.004
H 2.061 -3.056 0.202
H 0.260 -4.116 1.504
H -1.374 -2.858 3.622
H -1.797 -3.551 2.049
H -2.320 -0.598 3.710
H -2.238 1.562 2.168
H -0.344 -1.814 0.299
H -0.024 -6.168 3.110
H 1.296 -5.935 4.216
H 2.517 -6.715 -0.949
H 0.523 -6.693 0.802
H 2.680 0.276 3.700
N 0.765 4.269 -1.859
C 1.653 3.247 -1.782
C 3.057 3.464 -1.762
C 3.976 2.404 -1.774
C 3.422 1.116 -1.710
C 2.048 0.917 -1.617
N 1.193 1.981 -1.651
H 1.133 5.230 -1.953
H -0.120 4.167 -2.399
H 3.335 4.452 -1.950
H 5.034 2.531 -1.881
H 4.121 0.298 -1.584
H 1.656 -0.021 -1.501
C -1.027 -0.749 -5.649
N -0.614 -0.260 -4.289
C -1.396 -0.139 -3.203
N -2.732 -0.301 -3.313
O -0.888 0.120 -2.017
H -0.297 -0.311 -6.401
H -1.997 -0.351 -5.817
H -0.965 -1.853 -5.641
H 0.350 -0.136 -4.175
H -3.187 -0.472 -4.187
H -3.270 0.045 -2.550
I -0.451 5.867 3.604
C 0.039 4.243 2.400
C 0.888 3.158 2.777
N 0.854 2.250 1.785
N -0.055 2.653 0.870
C -0.436 3.919 1.184
H 1.497 3.065 3.661
H 1.258 1.300 1.786
H -1.097 4.506 0.589
F -6.929 4.151 -2.180
C -5.746 3.838 -1.789
C -4.695 4.727 -1.798
F -4.831 6.002 -2.011
C -3.381 4.321 -1.668
F -2.335 5.161 -1.837
C -3.067 3.006 -1.414
O -1.768 2.667 -1.414
C -4.149 2.161 -1.315
F -3.837 0.877 -0.920
C -5.448 2.485 -1.573
F -6.352 1.559 -1.472

Output
DFT total energy: -144884.016 eV
Multiplicity: 1
Frontier orbital gap: 4.5 eV
Relative energy (zero: lowest compared OMol25 entry of this formula, charge and spin): 0.0 kcal per mole
Largest force on an atom: 0.0823 Eh/bohr
Net charge: +3
M: 980.8 g/mol

# 9
C54H47N10NaO5S2 | ωB97M-V with the def2-TZVPD basis set

Atoms and positions in Å:
Na -1.168 -2.042 -0.207
O -4.385 -0.685 -2.890
C -3.437 -0.879 -2.091
N -3.023 -1.930 -1.440
C -3.769 -3.101 -1.373
C -5.162 -3.100 -1.413
C -5.919 -4.186 -1.026
C -5.268 -5.331 -0.574
C -3.882 -5.376 -0.626
C -3.074 -4.299 -1.015
N -1.715 -4.235 -0.947
C -0.967 -5.315 -0.881
O -1.321 -6.491 -1.037
C 0.540 -5.132 -0.690
C 1.328 -6.293 -0.762
C 2.700 -6.174 -0.591
C 3.203 -4.903 -0.405
C 2.329 -3.824 -0.356
N 1.021 -3.927 -0.481
C -2.661 0.416 -1.774
C -3.372 1.583 -1.973
C -2.835 2.775 -1.625
C -1.528 2.811 -1.206
C -0.856 1.621 -1.144
N -1.362 0.429 -1.438
H -5.677 -2.222 -1.776
H -6.988 -4.222 -1.090
H -5.835 -6.226 -0.208
H -3.386 -6.264 -0.360
H 0.845 -7.219 -0.985
H 3.431 -7.025 -0.636
H 4.281 -4.727 -0.401
H 2.749 -2.814 -0.289
H -4.333 1.523 -2.401
H -3.438 3.651 -1.757
H -0.997 3.736 -0.893
H 0.159 1.678 -0.885
N 1.449 -2.289 3.556
C 2.460 -1.511 3.014
C 3.664 -1.062 3.535
C 4.454 -0.292 2.699
C 4.043 0.000 1.377
C 2.792 -0.396 0.914
C 1.994 -1.160 1.769
N 0.742 -1.709 1.525
C 0.469 -2.355 2.599
C -0.722 -3.162 2.821
C -0.918 -4.134 3.765
S -2.396 -4.916 3.533
C -2.694 -3.853 2.185
N -1.754 -3.050 1.911
H 1.455 -2.744 4.452
H 3.880 -1.208 4.587
H 5.375 0.138 3.055
H 4.678 0.549 0.706
H 2.461 -0.139 -0.072
H -0.325 -4.428 4.595
H -3.598 -3.924 1.616
C 2.587 3.565 -3.053
C 3.215 2.266 -3.517
C 2.890 1.015 -2.673
N 1.597 0.423 -2.935
C 1.454 -0.848 -3.396
S 2.664 -1.977 -3.520
N 0.185 -1.165 -3.813
C -0.604 -0.499 -4.730
O -1.588 -1.071 -5.121
C -0.060 0.771 -5.364
C -0.514 2.014 -4.947
C -0.186 3.152 -5.678
C 0.571 3.059 -6.833
C 1.022 1.789 -7.254
C 0.699 0.652 -6.500
H 2.745 4.376 -3.771
H 2.982 3.890 -2.071
H 1.493 3.469 -2.997
H 4.307 2.394 -3.496
H 2.931 2.096 -4.584
H 3.002 1.247 -1.593
H 3.597 0.231 -2.849
H 0.780 0.911 -2.632
H -0.177 -2.110 -3.610
H -1.138 2.056 -4.054
H -0.588 4.100 -5.298
H 0.814 3.917 -7.420
H 1.632 1.708 -8.128
H 0.984 -0.329 -6.844
C 2.809 4.064 6.128
C 1.910 3.064 5.523
C 1.486 1.908 6.215
C 0.703 0.949 5.585
C 0.280 1.116 4.271
C 0.680 2.264 3.581
N 0.274 2.363 2.217
C -0.964 3.112 2.029
C -0.887 4.481 1.791
C -2.019 5.283 1.723
C -3.264 4.605 1.826
C -3.344 3.215 1.997
C -2.206 2.461 2.146
C -2.305 0.950 2.343
O -3.287 0.527 2.946
O -1.352 0.304 1.823
C 1.508 3.230 4.184
C 2.020 4.371 3.389
H 2.970 3.989 7.190
H 2.507 5.128 6.086
H 3.771 4.018 5.640
H 1.808 1.829 7.261
H 0.415 0.057 6.134
H -0.401 0.359 3.815
H 0.001 1.422 1.927
H 0.042 4.960 1.557
H -2.022 6.344 1.490
H -4.229 5.117 1.732
H -4.299 2.685 2.049
H 1.843 4.236 2.311
H 3.052 4.569 3.606
H 1.463 5.283 3.670

Output
DFT total energy: -107992.255 eV
Multiplicity: 1
Frontier orbital gap: 4.9 eV
Relative energy (zero: lowest compared OMol25 entry of this formula, charge and spin): 23.3 kcal per mole
Largest force on an atom: 0.0465 Eh/bohr
Net charge: -2
M: 1003.2 g/mol